Entry 1:
This record from the OMol25 dataset describes a structure of composition C61H43N6PRh. The level of theory is ωB97M-V/def2-TZVPD.

Each line ends with the Mulliken charge.
Element x y z (Å)
Rh: 0.5010 0.2261 0.1201  0.2943
C: -3.4579 3.9530 5.5612  -0.4992
C: -2.5512 4.6689 4.7899  -0.9210
C: -1.7943 4.0223 3.8230  -0.3408
C: -1.9209 2.6456 3.6312  0.3927
C: -2.7993 1.9271 4.4440  -0.0406
C: -3.5772 2.5810 5.3903  -1.1250
C: -1.1481 1.9524 2.5581  0.5886
C: -1.3116 2.3921 1.2418  0.1851
C: -2.2367 3.3870 0.7849  -0.7200
C: -1.9748 3.5975 -0.5308  -1.9806
C: -0.8928 2.7279 -0.8911  -0.1073
N: -0.5496 1.9629 0.1641  0.3354
C: -0.2263 2.6920 -2.1728  1.1127
C: 0.2141 1.4455 -2.6825  -0.3580
C: 0.3718 1.0901 -4.0737  -1.5937
C: 1.0088 -0.0984 -4.1061  -1.5460
C: 1.2775 -0.4673 -2.7356  0.8282
C: 2.2826 -1.3481 -2.3429  0.7112
C: 2.9895 -2.1057 -3.4184  -0.7092
C: 2.3731 -3.1823 -4.0478  -0.0649
C: 3.0296 -3.8707 -5.0606  -0.8249
C: 4.3014 -3.4817 -5.4561  -0.4639
C: 4.9159 -2.3978 -4.8402  -0.9017
C: 4.2640 -1.7125 -3.8247  0.0931
C: 2.7746 -1.4472 -1.0333  0.1179
N: 2.1937 -0.8845 0.0685  0.2835
C: 2.9760 -1.2374 1.1419  0.5170
C: 2.6761 -0.9859 2.4773  1.0534
C: 3.6922 -1.3909 3.4914  -0.7708
C: 4.8382 -0.6130 3.6436  0.2994
C: 5.8121 -0.9779 4.5626  -0.8964
C: 5.6528 -2.1271 5.3272  -0.3674
C: 4.5154 -2.9070 5.1731  -0.8246
C: 3.5345 -2.5383 4.2614  0.0963
C: 1.5216 -0.3334 2.9293  0.0576
C: 1.2333 -0.0636 4.3119  -1.6866
C: 0.1359 0.7271 4.3357  -1.5676
C: -0.2447 0.9561 2.9653  0.3870
N: 0.5842 0.2582 2.1396  0.7373
C: 4.0937 -2.0215 0.6913  -1.4299
C: 3.9550 -2.1707 -0.6474  -1.2820
N: 0.6796 0.4344 -1.8995  0.6032
C: 0.0853 3.9500 -2.8738  1.3470
C: 0.8983 3.9751 -4.0283  -0.5828
C: 1.2206 5.1574 -4.6676  -1.0680
C: 0.7785 6.3724 -4.1674  -0.4005
C: 0.0400 6.3878 -2.9936  -1.0985
C: -0.2875 5.2074 -2.3524  -0.5173
H: -4.0653 4.4639 6.2990  0.4242
H: -2.4301 5.7350 4.9426  0.4371
H: -1.0887 4.5786 3.2181  0.5125
H: -2.8834 0.8527 4.3144  0.5667
H: -4.2764 2.0155 5.9953  0.4348
H: -3.0062 3.8637 1.3727  0.7413
H: -2.5061 4.2557 -1.2036  0.9384
H: -0.0185 1.6586 -4.9046  0.9196
H: 1.3020 -0.6712 -4.9737  0.6449
H: 1.3789 -3.4851 -3.7336  0.4556
H: 2.5455 -4.7135 -5.5401  0.4331
H: 4.8150 -4.0231 -6.2417  0.3993
H: 5.9047 -2.0837 -5.1535  0.4138
H: 4.7353 -0.8594 -3.3481  0.4991
H: 4.9598 0.2824 3.0433  0.4835
H: 6.6968 -0.3641 4.6802  0.3991
H: 6.4142 -2.4136 6.0423  0.3963
H: 4.3894 -3.8083 5.7609  0.4078
H: 2.6435 -3.1461 4.1379  0.4950
H: 1.8152 -0.4285 5.1464  0.5427
H: -0.3595 1.1542 5.1953  0.5439
H: 4.8680 -2.4253 1.3264  0.5812
H: 4.5933 -2.7309 -1.3125  0.5779
H: 1.3261 3.0625 -4.4040  0.4915
H: 1.8435 5.1312 -5.5535  0.4126
H: 1.0426 7.2989 -4.6629  0.3985
H: -0.2698 7.3312 -2.5613  0.4164
H: -0.8101 5.2691 -1.4136  0.5446
N: -2.2095 -2.4343 0.4649  -0.0741
P: -2.0852 -0.7639 0.0419  3.1163
C: -2.3277 -0.7567 -1.7707  0.0189
C: -3.0202 0.3030 -2.3565  -0.3548
C: -3.2003 0.3450 -3.7339  -0.8565
C: -2.6955 -0.6743 -4.5290  -0.8212
C: -1.9999 -1.7265 -3.9481  -0.5369
C: -1.8029 -1.7640 -2.5747  -0.3997
C: -3.8275 -0.3894 0.5295  -0.3527
C: -4.1804 0.5544 1.4839  0.3268
C: -5.5150 0.7631 1.8179  -0.7817
C: -6.5095 0.0268 1.1959  -0.7115
C: -6.1672 -0.9181 0.2340  -0.7764
C: -4.8400 -1.1248 -0.1005  -0.8246
C: -1.2003 -3.3764 0.6756  0.5110
C: -1.5035 -4.5378 1.4021  -1.1010
C: -0.5246 -5.4899 1.5704  -0.5208
C: 0.7297 -5.2709 1.0089  -1.1683
C: 0.9287 -4.0957 0.3154  -0.0035
N: -0.0092 -3.1521 0.1480  0.5155
H: -3.0797 -2.6772 0.9014  0.2203
H: -3.4440 1.0830 -1.7315  0.4427
H: -3.7500 1.1653 -4.1810  0.4666
H: -2.8368 -0.6447 -5.6032  0.4225
H: -1.6095 -2.5238 -4.5708  0.4639
H: -1.2578 -2.5858 -2.1221  0.2754
H: -3.4210 1.1280 1.9839  0.2009
H: -5.7675 1.5055 2.5677  0.5304
H: -7.5490 0.1887 1.4539  0.4030
H: -6.9424 -1.4873 -0.2663  0.4369
H: -4.5901 -1.8487 -0.8667  0.4252
H: -2.4948 -4.6671 1.8223  0.4612
H: -0.7308 -6.3926 2.1330  0.4356
H: 1.5319 -5.9927 1.0982  0.5007
H: 1.8933 -3.9024 -0.1440  0.2473

LUMO energy (spin up / spin down) = -4.370 / -4.367 eV
total charge = +1
HOMO-LUMO gap (spin up / spin down) = 4.974 / 4.974 eV
E_HOMO (spin up / spin down) = -9.34 / -9.34 eV
ΔE to the lowest compared entry with this formula, charge and spin = 0.0 kJ/mol
E = -3130.6288 Ha

Entry 2:
This record from the OMol25 dataset describes a structure of composition C61H51FGeN4O2P3SSn. The level of theory is ωB97M-V/def2-TZVPD.

Each line ends with the Mulliken charge.
Element x y z (Å)
Sn: 0.3408 -0.8608 1.1239  0.9086
F: -0.6063 0.0375 -1.3048  0.7121
Ge: -1.2884 1.0557 -2.5570  0.0950
C: -1.7300 -0.2854 -3.8970  0.1774
C: -2.1865 0.2409 -5.1110  -0.4120
C: -2.6648 -0.5712 -6.1252  -1.0150
C: -2.7064 -1.9386 -5.9223  -0.9599
C: -2.2426 -2.4775 -4.7295  -0.6248
C: -1.7279 -1.6817 -3.6993  0.3185
P: -1.0733 -2.5424 -2.1769  2.0330
C: -2.5185 -2.5118 -1.0503  0.3989
C: -3.7471 -1.9266 -1.3511  -0.5346
C: -4.7818 -1.9460 -0.4195  -0.4075
C: -4.6023 -2.5528 0.8150  -0.7580
C: -3.3729 -3.1170 1.1360  -0.5742
C: -2.3364 -3.0824 0.2151  -0.8999
C: -1.0068 -4.2849 -2.7493  -0.5176
C: -1.8861 -5.2902 -2.3551  -0.0341
C: -1.6745 -6.6059 -2.7558  -0.7862
C: -0.5871 -6.9290 -3.5530  -0.4713
C: 0.2920 -5.9314 -3.9602  -0.7088
C: 0.0874 -4.6231 -3.5534  -0.1911
C: -2.8352 1.9555 -1.7818  -0.5842
C: -3.7319 2.4935 -2.7106  -0.2788
C: -4.8321 3.2321 -2.3065  -0.9297
C: -5.0483 3.4414 -0.9535  -0.9231
C: -4.1725 2.9068 -0.0206  -0.6396
C: -3.0552 2.1645 -0.4090  0.2428
P: -1.9192 1.5211 0.8982  2.2187
C: -0.8879 2.9839 1.2741  0.0832
C: -0.9371 4.1898 0.5794  -0.4200
C: -0.0772 5.2307 0.9216  -0.9197
C: 0.8342 5.0772 1.9551  -0.7015
C: 0.9097 3.8693 2.6391  -0.6936
C: 0.0644 2.8286 2.2907  -0.1041
C: -3.0294 1.3980 2.3453  -0.0248
C: -3.0285 2.2549 3.4420  -0.3968
C: -3.8810 2.0133 4.5154  -0.7194
C: -4.7361 0.9217 4.4986  -0.7623
C: -4.7401 0.0612 3.4062  -0.4642
C: -3.8842 0.2928 2.3413  0.5299
C: 0.1779 2.2805 -2.9729  -0.7591
C: -0.0675 3.1057 -4.0781  -0.2060
C: 0.8964 3.9682 -4.5724  -0.9628
C: 2.1497 3.9883 -3.9809  -0.9268
C: 2.4062 3.1841 -2.8816  -0.4000
C: 1.4256 2.3536 -2.3306  0.6993
P: 1.8805 1.3450 -0.8396  2.4588
C: 3.1087 0.2381 -1.6644  1.0543
C: 2.5985 -0.7083 -2.5577  -0.1474
C: 3.4401 -1.5928 -3.2128  -0.6479
C: 4.8101 -1.5594 -2.9763  -0.6700
C: 5.3287 -0.6267 -2.0896  -0.4958
C: 4.4837 0.2699 -1.4362  -1.1689
C: 2.9213 2.4019 0.2311  0.4628
C: 3.0909 3.7804 0.1580  -0.5386
C: 3.8245 4.4527 1.1302  -0.9026
C: 4.3777 3.7648 2.1981  -0.9130
C: 4.1771 2.3929 2.3092  -0.9892
C: 3.4468 1.7241 1.3405  -0.3168
H: -2.1715 1.3160 -5.2717  0.1511
H: -3.0108 -0.1385 -7.0559  0.4526
H: -3.0961 -2.5933 -6.6922  0.4334
H: -2.2712 -3.5488 -4.6004  0.4821
H: -3.9086 -1.4679 -2.3195  0.4258
H: -5.7343 -1.4922 -0.6679  0.4019
H: -5.4160 -2.5767 1.5301  0.4516
H: -3.2201 -3.5776 2.1050  0.4242
H: -1.3779 -3.5233 0.4724  0.7722
H: -2.7462 -5.0502 -1.7420  0.3954
H: -2.3686 -7.3794 -2.4493  0.4317
H: -0.4188 -7.9560 -3.8551  0.3980
H: 1.1447 -6.1793 -4.5810  0.4247
H: 0.7819 -3.8450 -3.8555  0.3175
H: -3.5811 2.3168 -3.7730  0.3390
H: -5.5169 3.6376 -3.0407  0.4446
H: -5.9007 4.0202 -0.6205  0.4341
H: -4.3599 3.0681 1.0331  0.5226
H: -1.6507 4.3283 -0.2238  0.3808
H: -0.1307 6.1684 0.3806  0.4172
H: 1.4952 5.8938 2.2226  0.4013
H: 1.6359 3.7360 3.4328  0.5045
H: 0.1240 1.8849 2.8280  0.3747
H: -2.3723 3.1167 3.4589  0.4001
H: -3.8785 2.6861 5.3653  0.4401
H: -5.3963 0.7373 5.3381  0.3940
H: -5.4015 -0.7976 3.3902  0.3844
H: -3.8731 -0.3870 1.4941  -0.4412
H: -1.0356 3.0695 -4.5730  0.2704
H: 0.6799 4.5990 -5.4260  0.4536
H: 2.9313 4.6264 -4.3761  0.4350
H: 3.3991 3.1830 -2.4531  0.5511
H: 1.5279 -0.7586 -2.7341  0.0294
H: 3.0281 -2.3135 -3.9106  0.4285
H: 5.4693 -2.2485 -3.4907  0.4201
H: 6.3986 -0.5841 -1.9132  0.4406
H: 4.9080 1.0121 -0.7683  0.3237
H: 2.6327 4.3482 -0.6406  0.5179
H: 3.9538 5.5264 1.0566  0.4937
H: 4.9488 4.2938 2.9514  0.3782
H: 4.5731 1.8507 3.1608  0.4275
H: 3.2683 0.6581 1.4502  0.0097
O: -0.7275 -1.6352 2.9861  0.0189
N: -0.0929 -1.7559 4.0827  -1.0939
N: 1.1009 -1.3196 4.0327  1.2609
O: 1.6530 -0.8340 2.9358  -0.1041
C: 1.9317 -1.3918 5.2138  0.0900
C: 1.3881 -1.7032 6.4551  -0.5622
C: 2.2303 -1.7926 7.5501  -0.5272
C: 3.5949 -1.5649 7.4143  -0.5040
C: 4.1167 -1.2310 6.1742  -0.7724
C: 3.2857 -1.1418 5.0658  -0.1081
H: 0.3247 -1.8685 6.5517  0.5150
H: 1.8163 -2.0351 8.5210  0.3990
H: 4.2458 -1.6381 8.2768  0.4115
H: 5.1761 -1.0317 6.0687  0.4099
H: 3.6623 -0.8616 4.0915  0.3448
N: 3.2086 -3.6631 2.5063  -0.2926
C: 3.2683 -2.9400 1.3886  0.3286
N: 4.3620 -2.2153 1.1603  -0.3159
S: 1.9814 -2.9530 0.2671  -0.2346
H: 3.9594 -3.6974 3.1751  0.1954
H: 2.3834 -4.2092 2.6729  0.2237
H: 5.1682 -2.2491 1.7632  0.2013
H: 4.4301 -1.7025 0.2916  0.0870

LUMO energy = -2.210 eV
total charge = +1
HOMO-LUMO gap = 7.393 eV
E_HOMO = -9.60 eV
ΔE to the lowest compared entry with this formula, charge and spin = 56.5 kJ/mol
E = -6537.7837 Ha